(1)
This record from OMol25 describes 2 unconnected molecules or ions with the total composition C9H24N3O3 in a non-equilibrium geometry. The level of theory is wB97M-V/def2-TZVPD.

Output
E_LUMO: -3.7930 eV
Maximum force: 4.98 eV/A
E_HOMO: -11.40 eV

Structure (ORCA input):
```
! RIJCOSX wB97M-V def2-TZVPD def2/J DEFGRID3
* xyz 1 1
C -1.474 0.520 0.024
O -2.651 -0.315 0.155
C -3.205 -0.623 -1.096
N -3.539 -2.069 -1.319
N -4.428 -2.612 -0.337
C -2.425 -2.955 -1.730
C -1.288 -3.096 -0.504
C -1.416 -4.485 0.417
O -1.808 -2.981 0.865
H -0.593 -0.142 -0.224
H -1.251 1.016 1.017
H -1.626 1.333 -0.751
H -4.136 -0.013 -1.302
H -2.439 -0.334 -1.889
H -4.159 -2.035 -2.155
H -4.250 -3.620 -0.319
H -4.197 -2.259 0.597
H -2.668 -3.971 -2.113
H -1.817 -2.419 -2.519
H -0.208 -2.714 -0.738
H -2.142 -4.764 1.226
H -2.113 -4.917 -0.410
C 1.941 2.029 1.694
C 2.893 1.474 0.636
C 4.295 2.111 0.655
O 4.359 3.427 0.120
C 3.878 4.441 0.989
N 2.262 1.600 -0.686
H 1.517 2.995 1.416
H 1.097 1.350 1.837
H 2.446 2.141 2.656
H 3.021 0.407 0.851
H 4.946 1.508 0.014
H 4.736 2.083 1.658
H 4.125 4.237 2.034
H 2.802 4.567 0.864
H 4.351 5.380 0.698
H 2.844 1.123 -1.372
H 2.321 2.581 -0.958
*
```



(2)
This record from OMol25 describes a molecular structure, C22H43N2OP2STi in a non-equilibrium geometry. The level of theory is wB97M-V/def2-TZVPD.

Output
E_LUMO (spin up / spin down): -11.7823 / -11.7802 eV
Maximum force: 10.91 eV/A
E_HOMO (spin up / spin down): -17.89 / -17.89 eV

Structure (ORCA input):
```
! RIJCOSX wB97M-V def2-TZVPD def2/J DEFGRID3
* xyz 3 1
Ti -0.137 0.370 -0.504
P -0.083 -1.785 -1.634
P 0.142 2.646 0.275
N 1.189 0.925 -2.131
C 1.494 -1.494 -2.555
H 2.184 -2.316 -2.322
H 1.270 -1.570 -3.628
C 2.187 -0.155 -2.291
H 2.826 -0.177 -1.398
H 2.814 0.130 -3.148
C 1.781 2.306 -2.036
H 1.219 2.963 -2.720
H 2.800 2.227 -2.438
C 1.770 2.825 -0.596
H 2.036 3.889 -0.594
H 2.547 2.300 -0.027
C 0.309 3.151 2.030
C 0.490 1.923 2.927
H 1.488 1.479 2.849
H -0.252 1.155 2.665
H 0.307 2.188 3.974
C -0.962 3.829 -0.588
C -2.442 3.621 -0.211
H -3.060 3.708 -1.112
H -2.789 4.371 0.511
H -2.641 2.622 0.207
C -1.377 -2.193 -2.864
C -2.665 -2.745 -2.230
H -3.495 -2.592 -2.933
H -2.944 -2.215 -1.308
H -2.621 -3.818 -2.011
C 0.174 -3.252 -0.568
C -0.944 -3.430 0.464
H -0.582 -4.103 1.252
H -1.838 -3.882 0.017
H -1.254 -2.489 0.939
C -1.791 0.080 0.451
C -0.431 5.272 -0.447
H 0.417 5.384 0.243
H -0.088 5.628 -1.426
H -1.221 5.961 -0.118
C -0.847 -3.010 -4.061
H -1.567 -3.764 -4.393
H -0.701 -2.346 -4.925
H 0.112 -3.514 -3.885
C 0.412 -4.517 -1.387
H 0.622 -5.343 -0.697
H -0.465 -4.800 -1.983
H 1.272 -4.424 -2.059
C -0.895 3.934 2.548
H -1.804 3.338 2.429
H -0.774 4.102 3.624
H -1.051 4.907 2.074
H 1.220 3.765 2.059
H 1.104 -3.007 -0.026
H -0.870 3.559 -1.649
H -1.627 -1.184 -3.225
O -2.779 -0.139 1.079
H 0.599 0.914 -2.966
H -1.296 0.841 -1.557
S 1.657 -0.595 0.916
C 1.345 -1.308 2.473
N 0.063 -1.424 2.970
C -0.181 -1.992 4.201
C 0.878 -2.437 4.963
C 2.190 -2.306 4.496
C 2.415 -1.742 3.254
H -0.729 -1.074 2.422
H -1.231 -2.053 4.488
H 0.670 -2.885 5.930
H 3.029 -2.640 5.097
H 3.402 -1.594 2.826
*
```



(3)
This record from OMol25 describes a molecular structure, C4H7N in a non-equilibrium geometry. The level of theory is wB97M-V/def2-TZVPD.

Output
E_LUMO: 0.2833 eV
Maximum force: 6.40 eV/A
Energy above the lowest of the compared OMol25 structures with the same formula, charge and spin: 375.74 kJ/mol
E_HOMO: -8.49 eV

Structure (ORCA input):
```
! RIJCOSX wB97M-V def2-TZVPD def2/J DEFGRID3
* xyz 0 1
C -1.567 -0.577 0.027
C 1.247 -0.040 0.029
C 0.454 0.977 -0.570
C -0.650 0.599 0.188
N 2.490 0.044 0.356
H 2.892 -0.866 0.575
H 0.864 -0.913 -0.584
H 0.801 1.995 -0.701
H -1.127 1.435 0.697
H -1.351 -1.132 -0.887
H -1.444 -1.266 0.865
H -2.609 -0.258 0.007
*
```



(4)
This record from OMol25 describes a molecular structure, C46H28BrCaN9OSe. The level of theory is wB97M-V/def2-TZVPD.

Output
E_LUMO: -0.8310 eV
Maximum force: 0.37 eV/A
Energy above the lowest of the compared OMol25 structures with the same formula, charge and spin: 0.00 kJ/mol
E_HOMO: -6.23 eV

Structure (ORCA input):
```
! RIJCOSX wB97M-V def2-TZVPD def2/J DEFGRID3
* xyz 0 1
Ca -0.126 -0.297 -0.079
Br 6.491 -2.132 -3.926
C 4.754 -1.747 -3.267
C 3.714 -1.470 -4.169
C 2.459 -1.188 -3.711
C 2.146 -1.161 -2.316
O 0.981 -0.853 -1.925
C 3.224 -1.453 -1.413
C 3.119 -1.448 0.013
N 2.078 -1.244 0.756
C 2.270 -1.320 2.147
C 3.193 -2.131 2.772
C 3.353 -2.125 4.172
C 2.587 -1.319 4.962
C 1.588 -0.512 4.372
C 0.737 0.321 5.136
C -0.236 1.047 4.515
C -0.380 0.916 3.117
N 0.395 0.162 2.381
C 1.403 -0.533 2.972
C 4.512 -1.732 -1.924
H 3.916 -1.472 -5.233
H 1.656 -0.949 -4.398
H 4.084 -1.616 0.502
H 3.804 -2.805 2.186
H 4.100 -2.773 4.613
H 2.714 -1.300 6.037
H 0.870 0.365 6.210
H -0.906 1.696 5.060
H -1.171 1.442 2.592
H 5.320 -1.940 -1.232
C -4.673 -0.851 1.341
C -3.297 -0.586 1.443
N -2.627 0.119 0.564
C -3.272 0.672 -0.498
C -4.665 0.481 -0.669
C -5.343 -0.322 0.276
C -5.355 1.103 -1.735
C -4.651 1.945 -2.550
C -3.269 2.138 -2.413
C -2.500 1.472 -1.452
N -1.164 1.515 -1.267
C -0.251 2.033 -2.149
C -0.415 2.291 -3.504
C 0.636 2.760 -4.316
C 1.881 3.004 -3.817
C 2.126 2.732 -2.448
C 3.400 2.919 -1.869
C 3.608 2.606 -0.556
C 2.529 2.075 0.171
N 1.333 1.895 -0.333
C 1.094 2.234 -1.624
H -5.167 -1.454 2.092
H -2.727 -0.991 2.276
H -6.407 -0.489 0.145
H -6.418 0.939 -1.853
H -5.162 2.486 -3.338
H -2.804 2.856 -3.068
H -1.356 2.086 -3.987
H 0.431 2.931 -5.366
H 2.685 3.376 -4.438
H 4.204 3.302 -2.486
H 4.571 2.735 -0.082
H 2.666 1.772 1.205
Se -6.424 -5.639 -0.060
N -5.730 -4.517 -1.275
C -4.585 -4.107 -0.810
C -3.714 -3.172 -1.508
C -4.031 -2.634 -2.756
C -3.155 -1.748 -3.341
C -1.993 -1.403 -2.652
N -1.698 -1.894 -1.458
C -2.523 -2.773 -0.897
C -2.121 -3.300 0.421
N -0.967 -2.851 0.938
C -0.583 -3.334 2.109
C -1.313 -4.270 2.839
C -2.512 -4.713 2.327
C -2.932 -4.222 1.091
C -4.196 -4.626 0.485
N -5.031 -5.445 1.057
H -4.957 -2.920 -3.237
H -3.361 -1.303 -4.304
H -1.274 -0.699 -3.058
H 0.358 -2.959 2.496
H -0.936 -4.624 3.788
H -3.132 -5.427 2.852
*
```



(5)
This record from OMol25 describes a molecular structure, C11H18AlBBeBr5Cl2F5KMgN2O8PS in a non-equilibrium geometry. The level of theory is wB97M-V/def2-TZVPD.

Output
E_LUMO: -4.5495 eV
Maximum force: 3.00 eV/A
Energy above the lowest of the compared OMol25 structures with the same formula, charge and spin: 0.00 kJ/mol
E_HOMO: -5.97 eV

Structure (ORCA input):
```
! RIJCOSX wB97M-V def2-TZVPD def2/J DEFGRID3
* xyz 0 1
C -2.323 2.135 0.888
C -3.452 1.690 -0.081
B -3.771 0.159 0.003
O -5.046 -0.319 -0.015
C -2.595 -0.904 0.081
N -2.908 -2.256 0.647
C -2.285 -3.246 -0.063
O -2.497 -4.450 -0.067
C -1.218 -2.492 -0.899
Cl 0.048 -2.154 0.349
P -0.295 -3.451 -2.123
N -0.875 -4.944 -1.996
C -2.078 -1.309 -1.313
S -1.410 -0.086 -2.428
H -1.399 2.323 0.338
H -2.586 3.091 1.345
H -2.153 1.428 1.702
H -4.349 2.284 0.112
H -3.133 1.957 -1.090
H -5.670 0.408 0.088
H -1.859 -0.457 0.749
H -3.879 -2.473 0.866
H 1.048 -3.319 -1.779
H -0.420 -2.955 -3.418
H -1.238 -5.237 -2.899
H -2.950 -1.812 -1.743
H -2.100 -0.390 -3.527
C 4.049 -1.238 0.969
O 3.865 -0.076 1.325
O 2.890 -2.052 1.046
O 5.083 -1.807 0.535
H 2.302 -1.340 1.337
Be -1.270 2.128 3.349
C 5.319 2.403 -0.030
C 4.448 2.747 -1.221
O 4.434 4.167 -1.179
C 5.595 4.570 -0.606
O 6.023 5.678 -0.644
O 6.205 3.535 0.016
F 3.197 2.274 -1.063
H 4.736 2.350 0.887
H 5.872 1.476 -0.152
H 4.846 2.415 -2.181
Br -4.529 -5.389 1.270
F 1.850 3.897 -3.028
Al 0.275 3.640 -2.595
F -0.645 5.085 -2.878
F 0.113 3.236 -0.976
F -0.414 2.424 -3.507
C -1.458 -2.397 5.228
Br -1.020 -0.744 6.173
Br -3.271 -2.885 5.505
Br -1.022 -2.291 3.352
H -0.845 -3.186 5.651
Mg -0.836 -6.342 -0.607
Br 3.985 -1.024 -1.745
K 1.330 -1.496 5.253
Cl 0.286 7.019 -3.210
*
```



(6)
This record from OMol25 describes C3H9N3 in the gas phase in a non-equilibrium geometry. The level of theory is wB97M-V/def2-TZVPD.

Output
E_LUMO: 0.8637 eV
Maximum force: 3.13 eV/A
Energy above the lowest of the compared OMol25 structures with the same formula, charge and spin: 193.96 kJ/mol
E_HOMO: -8.61 eV

Structure (ORCA input):
```
! RIJCOSX wB97M-V def2-TZVPD def2/J DEFGRID3
* xyz 0 1
H -1.770 0.359 -1.276
N -0.813 0.671 -1.413
C 0.018 -0.198 -1.002
N 1.313 -0.526 -1.572
N -0.180 -0.881 0.241
C 0.328 -0.106 1.372
C -0.657 1.016 1.808
H 1.838 -0.721 -0.724
H 1.137 -1.443 -1.980
H -1.028 -1.358 0.505
H 1.331 0.272 1.079
H 0.595 -0.774 2.201
H -0.648 1.258 2.870
H -1.619 0.841 1.361
H -0.260 1.972 1.447
*
```



(7)
This record from OMol25 describes a molecular structure, C13H13ClN2O2Ti in a non-equilibrium geometry. The level of theory is wB97M-V/def2-TZVPD.

Output
E_LUMO: -10.9639 eV
Maximum force: 10.58 eV/A
E_HOMO: -16.13 eV

Structure (ORCA input):
```
! RIJCOSX wB97M-V def2-TZVPD def2/J DEFGRID3
* xyz 2 1
Cl -0.249 3.643 -1.274
C -2.245 0.151 -1.848
C -1.417 -0.967 -1.603
C -0.166 -0.736 -2.234
H -1.683 -1.840 -1.030
C -0.212 0.533 -2.861
C -1.511 1.062 -2.639
H -1.829 2.047 -2.927
H -3.252 0.287 -1.492
H 0.678 -1.406 -2.228
C 0.867 1.180 -3.657
Ti -0.369 0.859 -0.436
C 1.442 1.452 0.005
O 2.540 1.723 0.287
C -1.266 1.822 1.016
O -1.782 2.460 1.845
H 1.849 0.932 -3.259
H 0.750 2.262 -3.627
H 0.837 0.859 -4.701
N 0.017 -2.577 0.629
C 0.225 -1.648 1.666
C 0.517 -2.195 2.932
C 0.852 -1.378 3.995
C 0.914 -0.017 3.796
C 0.604 0.510 2.546
N 0.221 -0.273 1.462
H 0.232 -2.316 -0.324
H -0.028 -3.587 0.829
H 0.512 -3.267 3.086
H 1.088 -1.800 4.964
H 1.194 0.640 4.611
H 0.669 1.586 2.473
*
```



(8)
This record from OMol25 describes a molecular structure, C9H10BaF9NO2 in a non-equilibrium geometry. The level of theory is wB97M-V/def2-TZVPD.

Output
E_LUMO: -8.3139 eV
Maximum force: 12.48 eV/A
E_HOMO: -15.55 eV

Structure (ORCA input):
```
! RIJCOSX wB97M-V def2-TZVPD def2/J DEFGRID3
* xyz 2 1
C -2.810 1.949 -1.412
C -2.124 1.348 -2.604
O -2.020 -0.094 -2.387
C -0.952 -0.640 -2.996
O -1.035 -1.369 -3.948
N 0.308 -0.355 -2.418
C 0.266 -0.119 -0.963
C 1.594 0.497 -0.566
C 1.799 0.869 0.897
F 2.983 0.421 1.331
F 1.787 2.176 1.045
C 0.783 0.376 1.950
F -0.419 0.823 1.741
F 1.185 0.824 3.139
C 0.702 -1.177 2.175
F -0.555 -1.547 1.927
F 1.616 -1.913 1.303
C 1.016 -1.657 3.649
F 2.244 -1.446 3.969
F 0.866 -3.094 3.657
F 0.157 -1.212 4.493
H -3.533 1.240 -1.053
H -3.326 2.855 -1.652
H -2.105 2.099 -0.610
H -1.137 1.753 -2.736
H -2.680 1.518 -3.506
H 0.839 -1.194 -2.576
H -0.519 0.578 -0.766
H 0.067 -1.080 -0.479
H 2.424 -0.115 -0.872
H 1.689 1.406 -1.125
Ba 0.888 -3.720 1.394
*
```



(9)
This record from OMol25 describes a gas-phase ion, C6H6N (charge +1) in a non-equilibrium geometry. The level of theory is wB97M-V/def2-TZVPD.

Output
E_LUMO (spin up / spin down): -5.7454 / -5.7457 eV
Maximum force: 4.94 eV/A
Energy above the lowest of the compared OMol25 structures with the same formula, charge and spin: 218.05 kJ/mol
E_HOMO (spin up / spin down): -15.65 / -15.65 eV

Structure (ORCA input):
```
! RIJCOSX wB97M-V def2-TZVPD def2/J DEFGRID3
* xyz 1 1
C 2.030 -0.696 -0.027
N 0.661 -0.374 0.105
C -0.237 -1.267 0.129
C -1.465 -1.049 0.183
C -2.212 0.040 -0.009
C -1.309 1.128 -0.022
C 0.037 0.956 0.019
H 2.440 -0.389 -0.919
H 1.962 -1.743 -0.124
H 2.650 -0.574 0.886
H -3.295 0.026 -0.109
H -1.914 2.105 -0.095
H 0.651 1.836 -0.017
*
```



(10)
This record from OMol25 describes a gas-phase ion, C7H8ClN3 (charge +2) in a non-equilibrium geometry. The level of theory is wB97M-V/def2-TZVPD.

Output
E_LUMO: -9.8458 eV
Maximum force: 5.41 eV/A
Energy above the lowest of the compared OMol25 structures with the same formula, charge and spin: 0.00 kJ/mol
E_HOMO: -19.27 eV

Structure (ORCA input):
```
! RIJCOSX wB97M-V def2-TZVPD def2/J DEFGRID3
* xyz 2 1
Cl 3.508 0.973 -1.390
C 1.958 0.560 -1.061
N 1.346 0.730 0.122
C 0.094 0.288 0.692
C -0.071 0.317 2.074
C -1.293 -0.149 2.502
C -2.176 -0.698 1.494
N -1.879 -0.753 0.194
N -0.775 -0.245 -0.165
C -0.444 -0.151 -1.719
C 1.104 -0.029 -2.123
H 1.946 1.121 0.880
H 0.685 0.651 2.748
H -1.746 -0.309 3.471
H -3.136 -1.178 1.644
H -0.850 0.651 -2.216
H -0.959 -1.015 -2.122
H 1.473 -1.099 -1.927
H 1.215 0.333 -3.099
*
```



(11)
This record from OMol25 describes 2 unconnected molecules or ions with the total composition C10H9F4S in a non-equilibrium geometry. The level of theory is wB97M-V/def2-TZVPD.

Output
E_LUMO: -5.0421 eV
Maximum force: 1.15 eV/A
E_HOMO: -11.80 eV

Structure (ORCA input):
```
! RIJCOSX wB97M-V def2-TZVPD def2/J DEFGRID3
* xyz 1 1
C 1.071 0.846 1.530
C 1.437 -0.279 1.335
S 2.027 -1.802 0.940
C 3.877 -1.458 0.757
F 4.049 -0.390 -0.014
F 4.322 -1.217 1.972
C 4.543 -2.712 0.100
F 3.688 -3.756 0.292
F 5.688 -2.968 0.708
H 0.900 1.902 1.494
H 1.679 -1.957 -0.359
H 4.670 -2.542 -0.971
C -4.392 1.953 -0.405
C -3.766 1.224 0.596
C -2.537 0.629 0.351
C -1.932 0.770 -0.892
C -2.558 1.501 -1.892
C -3.790 2.090 -1.648
H -5.352 2.415 -0.216
H -4.236 1.119 1.565
H -2.052 0.053 1.131
H -0.970 0.307 -1.085
H -2.087 1.612 -2.860
H -4.281 2.657 -2.428
*
```



(12)
This record from OMol25 describes 2 unconnected molecules or ions with the total composition O2S3 in a non-equilibrium geometry. The level of theory is wB97M-V/def2-TZVPD.

Output
E_LUMO (spin up / spin down): 4.9197 / 4.9216 eV
Maximum force: 2.03 eV/A
Energy above the lowest of the compared OMol25 structures with the same formula, charge and spin: 263.65 kJ/mol
E_HOMO (spin up / spin down): 0.47 / 0.45 eV

Structure (ORCA input):
```
! RIJCOSX wB97M-V def2-TZVPD def2/J DEFGRID3
* xyz -2 1
O 0.740 -0.750 -1.163
O 0.324 -0.734 1.190
S -3.181 0.026 0.005
S 1.883 1.411 0.017
S 0.234 0.047 -0.050
*
```